Record 1
{
  "formula": "C30H30N3Sr",
  "method": "ωB97M-V with the def2-TZVPD basis set",
  "symbols": ["Sr", "C", "C", "N", "C", "C", "C", "C", "C", "C", "C", "N", "C", "C", "C", "C", "C", "C", "C", "C", "N", "C", "H", "H", "H", "H", "H", "H", "H", "H", "H", "H", "H", "H", "C", "C", "C", "C", "C", "C", "C", "C", "C", "C", "C", "C", "H", "H", "H", "H", "H", "H", "H", "H", "H", "H", "H", "H", "H", "H", "H", "H", "H", "H"],
  "coordinates": [[-1.231, 0.418, 0.362], [-0.529, 3.660, -3.070], [-0.943, 2.963, -1.929], [-0.282, 1.953, -1.408], [0.885, 1.530, -1.955], [1.389, 2.199, -3.104], [0.639, 3.258, -3.656], [2.650, 1.856, -3.639], [3.398, 0.950, -2.953], [2.909, 0.287, -1.815], [1.620, 0.441, -1.318], [1.006, -0.222, -0.267], [1.525, -1.371, 0.311], [2.576, -2.174, -0.120], [3.020, -3.325, 0.555], [2.441, -3.758, 1.708], [1.322, -3.042, 2.187], [0.639, -3.473, 3.347], [-0.479, -2.813, 3.782], [-0.906, -1.718, 3.023], [-0.272, -1.278, 1.956], [0.846, -1.897, 1.496], [-1.115, 4.483, -3.452], [-1.859, 3.263, -1.425], [1.024, 3.761, -4.534], [3.016, 2.366, -4.519], [4.407, 0.718, -3.269], [3.639, -0.320, -1.316], [3.090, -1.991, -1.042], [3.854, -3.864, 0.123], [2.787, -4.633, 2.240], [1.016, -4.339, 3.875], [-1.025, -3.118, 4.662], [-1.802, -1.178, 3.320], [-4.124, -1.149, 0.084], [-3.001, -1.495, -0.867], [-2.762, -0.690, -1.996], [-3.719, 0.402, -2.409], [-1.635, -0.922, -2.805], [-1.459, -0.074, -4.035], [-0.754, -1.964, -2.493], [0.516, -2.171, -3.273], [-1.067, -2.845, -1.449], [-0.246, -4.086, -1.224], [-2.164, -2.596, -0.612], [-2.442, -3.576, 0.498], [-5.071, -1.618, -0.196], [-4.332, -0.076, 0.117], [-3.918, -1.466, 1.106], [-4.136, 0.179, -3.393], [-3.218, 1.368, -2.515], [-4.565, 0.524, -1.740], [-1.384, 0.986, -3.787], [-2.325, -0.179, -4.692], [-0.583, -0.341, -4.616], [0.382, -2.894, -4.081], [1.307, -2.541, -2.624], [0.884, -1.246, -3.710], [-0.891, -4.942, -1.027], [0.427, -3.986, -0.368], [0.362, -4.334, -2.089], [-1.530, -3.818, 1.045], [-2.820, -4.515, 0.086], [-3.179, -3.232, 1.215]],
  "mulliken_charge": [1.968, -0.780, -0.697, -0.382, 0.184, 2.059, -0.696, -1.153, -0.984, -0.907, -0.273, -0.394, 1.064, -0.716, -1.523, -0.953, 1.763, -0.668, -0.783, -0.509, -0.539, 0.378, 0.453, 0.506, 0.444, 0.426, 0.440, 0.761, 0.252, 0.376, 0.441, 0.438, 0.436, 0.393, -1.962, -0.980, 1.659, -2.012, 1.535, -2.181, 1.249, -2.473, 0.902, -2.122, 1.900, -1.949, 0.331, 0.355, 0.435, 0.351, 0.258, 0.392, 0.298, 0.470, 0.418, 0.462, 0.386, 0.255, 0.479, 0.171, 0.423, 0.391, 0.405, 0.328],
  "total_charge": 1,
  "total_energy_ha": -1356.0999,
  "orbital_gap_ev": 6.25,
  "relative_energy_kj_mol": 12.9
}

Record 2
{
  "formula": "C18H11MgN5OS5Se",
  "method": "ωB97M-V with the def2-TZVPD basis set",
  "symbols": ["Mg", "O", "C", "S", "C", "C", "S", "S", "S", "S", "C", "C", "C", "N", "C", "C", "C", "C", "C", "N", "C", "C", "H", "H", "H", "H", "H", "H", "H", "H", "Se", "N", "C", "C", "C", "C", "N", "C", "N", "H", "H", "H"],
  "coordinates": [[-0.443, 0.183, -0.053], [5.292, -1.166, 3.018], [4.262, -0.892, 2.463], [4.112, -0.619, 0.723], [2.382, -0.301, 0.682], [1.734, -0.352, 1.864], [0.025, -0.086, 2.241], [2.704, -0.729, 3.282], [1.778, 0.056, -0.939], [-3.297, -5.728, -1.644], [-2.422, -4.223, -1.234], [-1.942, -3.387, -2.235], [-1.335, -2.203, -1.869], [-1.185, -1.829, -0.597], [-1.596, -2.657, 0.363], [-2.221, -3.864, 0.088], [-4.793, -4.938, -2.230], [-5.068, -4.845, -3.585], [-6.228, -4.190, -3.981], [-7.092, -3.647, -3.132], [-6.828, -3.763, -1.835], [-5.704, -4.399, -1.332], [-2.042, -3.652, -3.278], [-0.934, -1.529, -2.617], [-1.406, -2.324, 1.377], [-2.552, -4.502, 0.895], [-4.397, -5.271, -4.317], [-6.466, -4.097, -5.034], [-7.555, -3.330, -1.157], [-5.538, -4.470, -0.266], [-4.320, 1.024, -1.255], [-4.265, 2.775, -1.537], [-3.039, 3.180, -1.270], [-2.503, 4.503, -1.362], [-1.196, 4.667, -1.038], [-0.385, 3.556, -0.620], [-0.836, 2.343, -0.516], [-2.142, 2.155, -0.837], [-2.613, 0.932, -0.751], [-3.136, 5.319, -1.681], [-0.725, 5.638, -1.085], [0.659, 3.716, -0.377]],
  "mulliken_charge": [0.658, -0.586, 0.590, -0.171, 0.150, 0.175, -0.624, -0.175, -0.572, -0.107, 0.343, -0.693, -0.257, -0.199, -0.197, -0.572, 0.230, -0.113, -0.344, -0.578, -0.433, -0.230, 0.397, 0.430, 0.358, 0.471, 0.418, 0.360, 0.378, 0.399, 0.301, -0.769, 0.597, -0.465, -0.595, -0.235, -0.339, 1.077, -0.390, 0.467, 0.375, 0.470],
  "total_energy_ha": -5634.1089,
  "orbital_gap_ev": 3.84
}

Record 3
{
  "formula": "C3H11NO3",
  "method": "ωB97M-V with the def2-TZVPD basis set",
  "symbols": ["C", "N", "C", "C", "O", "H", "H", "H", "H", "H", "H", "H", "H", "H", "O", "H", "H", "O"],
  "coordinates": [[-0.392, -0.428, -1.340], [0.217, 0.480, -0.503], [1.618, 0.414, -0.149], [2.066, -0.999, 0.119], [-1.561, -0.616, -1.098], [0.200, -0.940, -2.081], [-0.431, 1.027, 0.110], [2.118, 0.871, -1.005], [1.760, 1.066, 0.700], [3.060, -1.000, 0.575], [1.388, -1.467, 0.843], [2.111, -1.618, -0.779], [-1.953, -0.430, 0.962], [-1.778, -1.566, 1.974], [-1.460, -0.682, 1.755], [-2.709, 2.029, 0.660], [-2.308, 1.856, -0.817], [-1.946, 2.003, 0.073]],
  "mulliken_charge": [0.048, 0.183, -0.381, -1.099, -0.354, 0.389, 0.386, 0.298, 0.401, 0.343, 0.333, 0.406, 0.333, 0.332, -0.610, 0.334, 0.338, -0.680],
  "total_charge": 1,
  "spin_multiplicity": 2,
  "s2": 0.773,
  "total_energy_ha": -401.0493,
  "orbital_gap_ev": [11.14, 6.67],
  "relative_energy_kj_mol": 7.1
}

Record 4
{
  "formula": "C2H3N2S2",
  "method": "ωB97M-V with the def2-TZVPD basis set",
  "symbols": ["C", "C", "N", "N", "S", "S", "H", "H", "H"],
  "coordinates": [[0.319, 0.257, -2.278], [-0.792, 0.115, 1.865], [-0.899, -0.823, 2.584], [0.964, -0.049, -1.295], [-0.594, 1.243, 0.841], [-0.497, 0.758, -3.424], [-1.018, -1.201, 3.481], [1.861, -0.622, -1.528], [0.656, 0.323, -0.246]],
  "mulliken_charge": [0.658, 0.581, -0.216, -0.177, -0.490, -0.129, 0.308, 0.313, 0.151],
  "total_charge": 1,
  "total_energy_ha": -983.5767,
  "orbital_gap_ev": 8.76,
  "relative_energy_kj_mol": 121.9
}

Record 5
{
  "formula": "C8H12N2PZr",
  "method": "ωB97M-V with the def2-TZVPD basis set",
  "symbols": ["C", "C", "C", "C", "C", "Zr", "P", "H", "H", "H", "H", "H", "H", "H", "H", "N", "C", "C", "C", "N", "H", "H", "H", "H"],
  "coordinates": [[-1.095, -0.875, -2.094], [-0.631, -0.515, -3.358], [0.309, 0.470, -3.705], [0.973, 1.325, -2.798], [0.852, 1.376, -1.417], [0.264, -0.472, -0.471], [-1.480, -2.382, 0.611], [-1.904, -1.618, -2.161], [-1.030, -1.022, -4.251], [0.533, 0.637, -4.764], [1.370, 2.218, -0.924], [1.634, 2.066, -3.274], [-0.819, -3.344, 1.412], [-2.234, -3.338, -0.094], [-2.498, -2.125, 1.566], [1.079, 1.391, 1.851], [1.231, 1.582, 3.172], [0.459, 0.614, 3.800], [-0.153, -0.131, 2.815], [0.228, 0.353, 1.586], [1.505, 1.953, 1.120], [1.856, 2.346, 3.600], [0.370, 0.473, 4.865], [-0.819, -0.981, 2.915]],
  "mulliken_charge": [-0.364, -0.530, -0.199, -0.473, -0.456, 1.329, -0.352, 0.304, 0.295, 0.308, 0.162, 0.291, 0.185, 0.171, 0.183, -0.020, 0.017, -0.829, -0.153, -0.290, 0.215, 0.464, 0.376, 0.366],
  "total_charge": 1,
  "total_energy_ha": -809.5375,
  "orbital_gap_ev": 5.82,
  "relative_energy_kj_mol": 77.5
}

Record 6
{
  "formula": "C5H5BrN2",
  "method": "ωB97M-V with the def2-TZVPD basis set",
  "symbols": ["C", "C", "C", "C", "C", "N", "N", "Br", "H", "H", "H", "H", "H"],
  "coordinates": [[2.207, -1.342, 0.208], [1.406, -1.008, -1.937], [-0.033, 0.790, -0.098], [-0.193, -0.757, -0.068], [1.072, -1.523, -0.621], [3.169, -1.488, 0.799], [1.833, -0.729, -2.941], [1.095, -3.527, -0.693], [-0.025, 1.178, -1.150], [0.968, 1.004, 0.415], [-0.980, 1.153, 0.443], [-0.178, -1.031, 1.038], [-0.995, -1.220, -0.543]],
  "mulliken_charge": [-0.088, 0.092, -0.952, -0.640, 0.726, -0.417, -0.379, -0.045, 0.331, 0.314, 0.319, 0.315, 0.424],
  "total_energy_ha": -2876.9859,
  "orbital_gap_ev": 10.52,
  "relative_energy_kj_mol": 54.7
}